DFT (ωB97M-V/def2-TZVPD) results for a cluster of 12 separate species, C65H147N7O12 in total in a non-equilibrium geometry.

Geometry as XYZ:
```
231
Properties=species:S:1:pos:R:3:forces:R:3:mulliken_charge:R:1
C -3.405 0.471 5.398 1.07 1.28 0.17 -0.3312
O -4.402 0.806 4.474 0.02 -0.28 -0.16 -0.5535
H -3.856 -0.049 6.238 0.14 -0.42 -0.15 0.3633
H -2.508 -0.002 4.973 -0.54 -0.88 -0.15 0.1829
H -2.899 1.362 5.819 -0.57 0.21 0.18 0.0861
H -4.044 1.438 3.832 -0.16 0.22 0.12 0.2392
C 2.509 4.997 -2.402 -0.21 0.17 1.41 0.0346
O 3.565 5.900 -2.085 0.07 0.00 -0.53 -0.5536
H 2.133 5.173 -3.405 0.29 -0.04 -0.11 0.2789
H 2.811 3.961 -2.219 0.06 -0.06 -0.50 -0.0193
H 1.697 5.180 -1.687 -0.27 -0.07 -0.31 0.0331
H 3.680 5.887 -1.133 0.06 0.00 0.02 0.3119
O -3.567 5.729 2.167 0.08 0.25 -0.26 -0.6528
H -3.127 6.518 2.503 -0.05 -0.11 0.05 0.2884
H -3.622 5.862 1.209 -0.03 -0.06 0.12 0.2725
O -3.635 2.942 2.709 0.26 -0.02 0.03 -0.7305
H -3.581 3.917 2.710 -0.08 -0.31 -0.01 0.1644
H -2.982 2.653 2.050 -0.10 0.27 -0.20 0.3636
O -2.821 6.039 -1.108 0.03 0.14 0.08 -0.5866
H -2.602 5.725 -1.996 -0.06 0.00 0.09 0.3490
H -2.126 6.672 -0.895 -0.05 -0.04 -0.05 0.3158
C 4.413 -2.182 -4.993 -1.65 0.11 0.04 -1.6663
C 4.239 -2.228 -3.455 1.24 -0.45 -0.29 1.8012
C 5.677 -2.480 -2.926 -0.25 -0.30 1.07 -1.3847
C 5.882 -2.156 -1.432 -0.08 -0.35 -0.34 -0.7506
C 5.360 -0.778 -1.047 0.02 -1.39 -0.40 -1.3145
C 3.922 -0.559 -1.568 0.56 1.19 0.71 1.8743
N 3.819 -0.919 -2.973 1.42 0.66 -0.23 0.2169
O 2.638 -0.424 -3.565 -0.36 -0.53 0.05 -0.1953
C 2.919 -1.262 -0.649 -0.97 0.06 -0.32 -1.7777
C 3.745 0.976 -1.432 -0.76 -0.35 -0.35 -2.0533
C 3.303 -3.387 -3.057 -0.77 0.63 -0.48 -1.8081
H 4.681 -3.144 -5.431 0.33 -0.08 0.33 0.4190
H 5.085 -1.405 -5.350 0.12 0.05 0.25 0.5259
H 3.412 -1.988 -5.397 0.23 0.21 -0.21 0.0422
H 5.853 -3.559 -2.958 0.08 0.00 -0.60 0.3849
H 6.413 -1.984 -3.556 -0.04 0.17 0.03 0.4478
H 6.945 -2.243 -1.194 0.00 0.05 -0.01 0.4425
H 5.404 -2.967 -0.872 -0.17 0.22 0.20 0.3139
H 6.085 -0.072 -1.451 -0.34 0.39 0.00 0.4122
H 5.330 -0.712 0.042 0.08 0.30 0.00 0.4206
H 3.073 -2.333 -0.523 0.25 0.03 0.01 0.2496
H 2.830 -0.796 0.334 0.34 0.00 0.03 0.8590
H 1.923 -1.151 -1.096 0.00 -0.07 -0.04 0.0223
H 3.708 1.220 -0.370 0.19 0.18 -0.02 0.3960
H 4.543 1.514 -1.941 0.16 -0.08 0.13 0.5928
H 2.810 1.313 -1.883 -0.07 -0.09 0.14 0.1399
H 3.562 -3.858 -2.111 0.14 -0.15 -0.09 0.4327
H 3.213 -4.103 -3.876 0.33 -0.30 0.26 0.6365
H 2.288 -2.987 -2.957 -0.01 0.00 0.10 0.0264
H 2.961 0.231 -4.194 -0.05 -0.02 0.04 0.2975
C -0.315 -5.055 -7.868 0.52 0.00 -0.26 -1.7327
C 0.287 -4.499 -6.556 -0.44 -0.54 0.36 1.4280
C 1.411 -3.483 -6.705 -0.02 1.41 -0.53 -0.2697
C 0.918 -2.155 -7.260 -1.24 -0.11 -0.55 -1.4910
C -0.139 -1.512 -6.356 1.30 0.02 0.05 -0.1041
C -1.256 -2.478 -5.913 -0.07 0.32 -0.23 2.3462
N -0.750 -3.842 -5.758 1.34 0.14 1.43 1.3000
O -1.748 -4.744 -5.350 -0.34 0.03 -0.55 -0.7516
C -1.737 -2.004 -4.531 -0.46 0.44 -1.04 -1.1423
C -2.375 -2.404 -6.965 -0.87 -0.60 -0.68 -2.0550
C 0.953 -5.653 -5.769 -0.16 0.33 -0.12 -1.6079
H -1.277 -4.612 -8.112 0.14 0.29 -0.06 0.3418
H -0.511 -6.127 -7.815 0.16 -0.02 0.17 0.3812
H 0.400 -4.890 -8.679 -0.20 -0.05 -0.19 0.3252
H 1.841 -3.214 -5.736 -0.13 -0.58 0.14 -0.8809
H 2.228 -3.837 -7.336 -0.10 -0.37 0.02 0.6499
H 0.379 -2.316 -8.204 0.51 -0.12 -0.28 0.3818
H 1.723 -1.441 -7.435 0.08 -0.09 -0.07 0.5529
H -0.534 -0.654 -6.902 -0.41 -0.15 0.11 -0.3665
H 0.422 -1.059 -5.529 -0.33 -0.34 0.45 0.2273
H -0.921 -2.055 -3.813 -0.15 -0.37 0.21 -0.0153
H -2.002 -0.947 -4.628 -0.06 -0.01 0.06 -0.5820
H -2.658 -2.535 -4.286 0.20 -0.11 0.54 0.6940
H -3.023 -3.287 -7.021 0.32 -0.24 0.56 0.4575
H -3.118 -1.609 -6.848 0.49 0.42 0.16 0.2267
H -1.969 -2.364 -7.980 0.15 0.36 0.07 0.4209
H 1.750 -6.068 -6.390 -0.01 -0.01 -0.06 0.5747
H 0.287 -6.472 -5.501 -0.16 0.15 0.03 0.4911
H 1.418 -5.223 -4.883 -0.08 -0.21 0.15 -0.1739
H -1.721 -4.719 -4.387 0.06 -0.13 -0.12 0.2336
C -0.867 4.767 4.955 0.34 0.84 0.03 -2.0108
C 0.339 4.347 5.797 0.37 -0.87 1.25 1.7706
C 1.211 3.373 4.989 -0.02 0.70 0.08 -0.4970
C 2.618 3.218 5.552 -0.74 -1.03 -1.24 0.0819
C 3.346 4.524 5.510 0.22 -0.11 0.20 -1.4231
C 2.617 5.554 6.383 0.66 0.22 0.16 1.6828
N 1.153 5.510 6.140 0.28 0.82 -0.77 0.2740
O 0.481 6.379 7.049 0.28 -0.92 -0.11 -0.4702
C 3.027 5.301 7.854 -0.58 -0.38 -0.53 -1.6761
C 3.062 6.975 6.001 -1.00 0.58 0.51 -1.9960
C -0.156 3.559 7.065 -0.38 0.70 -0.85 -1.7309
H -0.567 5.267 4.028 0.38 -0.44 -0.11 0.3997
H -1.401 5.583 5.448 -0.41 -0.51 0.36 0.4628
H -1.477 3.898 4.713 -0.29 0.16 0.08 0.1491
H 0.745 2.388 4.922 -0.29 0.12 -0.07 0.4267
H 1.252 3.818 3.991 0.26 -0.33 -0.17 -0.0283
H 3.091 2.478 4.896 0.32 0.05 0.16 0.4122
H 2.575 2.742 6.533 0.14 0.27 0.16 -0.3686
H 3.483 4.895 4.491 -0.41 -0.08 -0.10 0.3577
H 4.367 4.308 5.844 -0.03 0.61 0.38 0.4932
H 4.072 5.583 7.961 -0.03 0.10 0.26 0.5140
H 2.383 5.859 8.533 0.33 0.19 0.13 0.4000
H 2.923 4.241 8.095 0.08 -0.01 0.09 0.1838
H 4.128 7.187 6.057 0.10 -0.39 -0.14 0.3772
H 2.625 7.270 5.046 0.36 -0.27 -0.24 0.4462
H 2.574 7.659 6.702 0.17 0.01 0.08 0.3956
H -0.801 4.149 7.719 -0.02 0.13 -0.12 0.6062
H 0.659 3.174 7.676 0.04 -0.28 -0.19 0.3984
H -0.790 2.790 6.621 0.11 -0.43 0.55 0.0538
H 0.497 5.856 7.868 -0.31 0.43 0.12 0.3762
C 0.475 -6.178 -2.351 -0.59 -0.17 0.27 -1.0806
C 0.108 -6.031 -0.862 0.37 0.21 -0.04 1.8782
C 0.409 -4.619 -0.371 0.50 1.58 -0.17 -1.3660
C -0.607 -3.553 -0.758 -0.89 -0.01 -0.11 2.2702
C -1.969 -3.931 -0.180 0.53 -1.00 -0.43 -1.7974
C -2.401 -5.293 -0.761 -0.42 -1.08 -0.19 1.7709
N -1.310 -6.299 -0.652 0.02 0.94 1.84 0.4509
O -1.709 -7.587 -1.053 -0.03 0.18 -0.28 -0.4617
C -3.570 -5.848 0.094 0.95 0.29 -0.51 -2.0069
C -2.838 -5.198 -2.215 0.28 1.13 -0.30 -0.7136
C 0.973 -6.959 0.006 0.15 -1.04 -0.58 -1.9944
H 0.102 -5.318 -2.911 0.28 0.12 -0.04 -0.1966
H -0.081 -7.035 -2.737 0.31 -0.16 -0.11 0.3586
H 1.544 -6.309 -2.505 -0.01 0.08 -0.10 0.5146
H 0.594 -4.594 0.705 -0.37 -0.14 0.10 0.5568
H 1.336 -4.212 -0.793 0.27 -0.74 -0.13 -0.2341
H -0.692 -3.498 -1.849 0.06 -0.05 -0.01 -1.4486
H -0.323 -2.537 -0.478 0.25 -0.15 0.34 -0.5493
H -2.759 -3.209 -0.390 0.01 0.07 0.07 0.4592
H -1.873 -4.096 0.896 -0.07 0.34 0.11 0.5174
H -4.279 -5.051 0.311 -0.18 -0.12 0.02 0.3531
H -4.030 -6.659 -0.467 -0.30 -0.04 0.28 0.4633
H -3.097 -6.210 1.008 -0.40 -0.05 0.19 0.4337
H -3.118 -6.149 -2.661 -0.06 -0.04 0.16 0.5445
H -3.617 -4.443 -2.351 -0.29 -0.27 0.05 0.4571
H -1.988 -4.788 -2.764 0.00 -0.15 -0.02 -0.6870
H 0.656 -7.998 -0.124 -0.10 0.05 0.03 0.4344
H 0.996 -6.752 1.075 -0.37 0.28 -0.04 0.3985
H 2.009 -6.955 -0.341 -0.01 0.26 -0.02 0.3510
H -2.076 -7.961 -0.243 0.13 -0.16 -0.08 0.3463
C 2.461 -3.459 9.878 0.43 -0.42 0.50 -1.9519
C 1.716 -2.246 9.323 -0.34 -0.31 0.32 1.7697
C 2.625 -1.045 9.469 0.25 1.39 0.62 -1.5621
C 2.144 0.215 8.756 0.34 -0.57 -1.14 -0.6972
C 1.938 -0.120 7.251 -0.40 0.55 0.83 0.0792
C 1.057 -1.364 7.037 -1.42 0.08 0.70 1.7640
N 1.471 -2.466 7.900 1.74 0.15 -0.44 0.1208
O 0.840 -3.693 7.616 -0.69 0.83 0.30 -0.4360
C -0.430 -0.926 7.321 0.64 0.21 -0.34 -1.2185
C 1.063 -1.813 5.587 0.51 0.48 -0.33 -2.0080
C 0.417 -2.035 10.149 0.66 0.06 0.61 -1.6182
H 2.803 -3.263 10.899 -0.18 0.23 0.02 0.4313
H 3.374 -3.690 9.326 -0.17 0.13 -0.33 0.4357
H 1.876 -4.376 9.940 -0.22 0.15 -0.23 0.3604
H 2.717 -0.747 10.520 -0.12 -0.52 0.14 0.4679
H 3.657 -1.225 9.157 -0.14 -0.42 -0.27 0.4151
H 2.934 0.963 8.850 -0.10 0.14 -0.03 0.4297
H 1.241 0.653 9.182 -0.08 -0.20 0.09 0.2948
H 2.905 -0.145 6.748 0.01 -0.42 -0.06 0.6354
H 1.380 0.723 6.831 0.10 -0.06 -0.32 -0.9679
H -0.648 -0.192 6.543 -0.44 -0.16 -0.04 -0.0808
H -1.102 -1.782 7.239 -0.15 0.12 -0.11 0.5198
H -0.607 -0.425 8.270 0.21 -0.14 0.11 0.2334
H 0.278 -2.531 5.363 0.09 -0.11 0.05 0.3847
H 0.890 -0.923 4.974 -0.08 -0.04 -0.07 0.2279
H 2.040 -2.204 5.299 -0.06 -0.20 0.08 0.5079
H 0.141 -0.996 10.337 -0.18 0.09 -0.79 0.3364
H 0.598 -2.346 11.182 -0.13 -0.61 -0.18 0.4861
H -0.383 -2.612 9.688 -0.28 0.10 0.37 0.1949
H -0.106 -3.522 7.793 0.17 -0.41 -0.07 0.3848
C -3.100 1.720 -4.129 0.27 -0.69 -0.31 -0.4403
C -2.688 2.974 -4.924 0.66 -0.76 0.44 1.7028
C -1.466 2.561 -5.782 -0.21 0.49 -1.22 -1.7114
C -1.824 1.803 -7.083 -0.16 -0.33 1.90 0.5615
C -2.908 2.604 -7.770 0.84 0.08 -1.62 -2.0066
C -4.188 2.910 -6.996 0.29 0.46 -0.84 1.8819
N -3.776 3.519 -5.730 0.27 0.48 -0.19 0.2649
O -4.893 3.842 -4.918 0.09 -0.54 -0.18 -0.5036
C -4.858 4.054 -7.813 0.21 -0.83 0.32 -2.0109
C -5.145 1.698 -6.941 -0.09 0.75 0.53 -1.7763
C -2.154 4.068 -3.991 -0.16 0.10 -0.11 -1.9574
H -2.211 1.182 -3.795 0.03 0.40 0.45 -0.7899
H -3.527 0.962 -4.793 -0.34 0.27 -0.01 -0.0443
H -3.765 1.874 -3.281 0.02 0.19 -0.03 0.5562
H -0.946 3.462 -6.127 -0.07 0.17 0.20 0.5460
H -0.753 2.020 -5.160 -0.09 -0.12 0.07 0.4297
H -2.137 0.800 -6.773 -0.37 -0.03 -0.32 -0.6450
H -0.898 1.640 -7.635 -0.20 0.27 -0.44 0.6261
H -3.140 2.212 -8.768 -0.44 -0.60 0.33 0.5881
H -2.464 3.542 -8.127 0.10 0.26 0.69 0.4968
H -5.091 3.657 -8.802 -0.05 0.22 -0.09 0.4186
H -5.768 4.429 -7.349 0.02 -0.02 0.08 0.3471
H -4.108 4.837 -7.869 -0.24 0.25 -0.18 0.4669
H -5.349 1.288 -7.928 0.18 0.10 -0.10 0.3924
H -4.805 0.897 -6.288 -0.05 -0.03 -0.05 0.3108
H -6.089 2.113 -6.575 -0.16 -0.45 0.11 0.5485
H -1.725 4.889 -4.568 -0.22 0.01 -0.17 0.5336
H -1.345 3.675 -3.375 -0.20 -0.12 0.23 0.3030
H -2.969 4.454 -3.378 0.03 -0.10 0.12 0.4530
H -5.346 2.993 -4.777 -0.04 0.22 0.24 0.3833
C -1.309 0.281 -1.165 -0.03 0.14 -0.52 -0.1664
C -2.120 0.955 -0.045 0.29 -0.34 0.85 2.4263
C -1.754 0.247 1.306 -0.32 1.08 -0.63 -1.5848
C -0.342 0.549 1.786 -0.32 -1.08 -1.58 1.4028
C -0.109 2.037 1.798 0.32 -0.40 1.30 -0.4851
C -0.488 2.790 0.525 -0.26 0.27 0.06 2.6425
N -1.870 2.405 0.143 -0.02 -0.54 1.21 0.6370
O -2.298 3.151 -0.974 0.21 -0.21 -0.37 -0.1752
C -0.507 4.287 0.879 -0.79 -0.38 -0.49 -1.8605
C 0.549 2.541 -0.560 0.40 -0.18 -0.43 -0.4150
C -3.615 0.724 -0.213 -0.17 0.42 -0.81 -1.6492
H -1.065 0.970 -1.974 -0.07 0.06 0.07 -0.6709
H -1.846 -0.544 -1.637 -0.13 -0.04 0.20 0.8883
H -0.369 -0.113 -0.782 -0.02 -0.09 -0.11 -1.2724
H -2.435 0.661 2.055 -0.23 -0.45 0.06 0.2750
H -1.989 -0.794 1.082 0.21 -0.20 0.59 0.1423
H 0.343 0.118 1.043 0.17 -0.17 0.30 -1.2719
H -0.162 0.034 2.730 0.17 0.31 0.14 0.0191
H 0.956 2.140 2.033 0.00 0.55 -0.27 0.8332
H -0.624 2.428 2.684 -0.19 0.34 -0.28 -0.6062
H -0.840 4.843 0.001 0.65 0.17 -0.12 0.3809
H -1.306 4.498 1.593 0.26 -0.18 0.41 -0.2109
H 0.469 4.579 1.261 -0.05 0.27 -0.06 0.4422
H 0.797 1.490 -0.694 0.16 0.04 0.37 -0.7936
H 0.243 2.846 -1.563 -0.20 0.41 0.19 -0.4122
H 1.462 3.079 -0.300 0.06 -0.05 -0.07 0.6868
H -3.986 1.338 -1.038 -0.06 -0.02 0.05 0.2996
H -4.180 0.984 0.681 0.05 -0.02 0.05 0.3281
H -3.810 -0.310 -0.498 0.02 -0.07 0.23 0.2853
H -2.902 3.812 -0.611 0.06 -0.03 0.00 0.2158
```
Positions in Å, forces in eV/Å.

Output
- Kohn-Sham gap: 8.04 eV
- 2S+1: 1
- Max |F|: 2.06 eV/Å